Record 1
{
  "formula": "C3H12O4",
  "method": "the ωB97M-V functional and the def2-TZVPD basis",
  "e_lumo_ev": [-5.6, -8.0],
  "charge": 1,
  "spin_multiplicity": 2,
  "orbital_gap_ev": [8.9114, 6.4998],
  "e_homo_ha": [-0.53271, -0.53271],
  "species": ["C", "C", "C", "O", "H", "H", "H", "H", "H", "H", "H", "H", "O", "H", "H", "O", "H", "H", "O"],
  "coordinates": [[0.74300, 2.32540, 2.52295], [-0.08001, 1.76959, 1.38305], [0.38447, 0.90258, 0.42358], [-0.03725, 1.16876, -0.92225], [1.27042, 3.29780, 2.39456], [1.51452, 1.60198, 2.82640], [0.07136, 2.54005, 3.36257], [-1.18609, 2.03617, 1.12858], [1.08400, -0.01855, 0.59746], [0.56277, 0.68618, -1.49068], [0.97815, -1.87501, -2.16365], [2.35881, -1.66871, -2.72460], [1.67527, -1.22165, -2.12381], [-2.45175, -0.57335, -0.65488], [-1.13187, -0.74284, -0.04276], [-2.10163, -1.11154, 0.10991], [-1.48863, -2.31517, -1.27146], [-1.30945, -3.81489, -1.64948], [-0.85609, -2.98681, -1.70549]]
}

---

Record 2
{
  "formula": "C4H6N2O",
  "method": "the ωB97M-V functional and the def2-TZVPD basis",
  "e_lumo_ev": [0.8, -3.1],
  "spin_multiplicity": 3,
  "orbital_gap_ev": [6.1303, 6.8235],
  "e_homo_ha": [-0.19416, -0.36648],
  "species": ["C", "C", "C", "C", "N", "N", "O", "H", "H", "H", "H", "H", "H"],
  "coordinates": [[-0.55730, -0.90525, -0.70385], [-0.62933, 1.19724, 0.65604], [-0.34226, 0.52244, -0.65113], [0.02639, -2.09082, -0.09359], [-1.52670, -0.27477, -1.14619], [-0.46927, 2.55652, 0.51969], [-0.97885, 0.68129, 1.70549], [0.26960, 1.06771, -1.31418], [0.95077, -2.21588, -0.43447], [-0.44802, -3.07434, -0.19340], [0.26520, -1.68499, 0.92436], [-0.59200, 2.77924, -0.51075], [-0.98986, 3.11460, 1.17757]]
}

---

Record-wise E values, in hartree: -422.07857; -340.52489
Record-wise relative energy (zero: lowest compared OMol25 entry of this formula, charge and spin) values, in kcal per mole: 35.5; 46.4